Here is a molecular structure, C44H43N3O6S3SiSr from the OMol25 dataset. Energies are from wB97M-V/def2-TZVPD.

XYZ file:
```
101
Properties=species:S:1:pos:R:3:forces:R:3:lowdin_charge:R:1
Sr -0.16288 0.16796 -0.28033 0.07 0.17 0.04 1.366
C 3.12985 5.82890 -0.24146 0.00 0.00 0.00 -0.190
Si 3.66210 4.62966 -1.58027 0.01 0.00 0.01 0.494
C 5.45938 5.02420 -1.98308 0.00 0.00 0.00 -0.198
C 2.67482 4.85584 -3.15059 0.00 -0.01 0.01 -0.184
C 3.61830 2.84251 -0.97627 -0.01 0.01 0.00 -0.248
C 4.78147 2.09710 -0.90092 0.00 0.00 0.00 -0.091
C 4.76835 0.76509 -0.47977 0.00 0.00 0.00 -0.081
C 3.54645 0.22117 -0.15944 0.00 0.00 0.01 -0.178
N 2.39933 0.90257 -0.21430 -0.01 0.01 -0.04 -0.075
C 2.40571 2.19787 -0.59984 0.02 0.00 0.03 -0.754
S 0.88670 3.04103 -0.59944 -0.01 -0.01 0.02 0.568
H 3.28847 6.85828 -0.57379 0.00 0.00 0.00 0.027
H 3.71705 5.67662 0.66778 0.00 0.00 0.00 0.028
H 2.07617 5.69612 -0.00012 0.00 0.00 0.00 -0.005
H 5.52909 6.05269 -2.34612 0.00 0.00 0.00 0.029
H 5.85689 4.37431 -2.76609 0.00 0.00 0.00 0.030
H 6.10940 4.94135 -1.10875 0.00 0.00 0.00 0.029
H 2.76133 5.88612 -3.50595 0.00 0.00 0.00 0.029
H 1.62300 4.62456 -2.98957 0.00 0.00 0.00 0.002
H 3.05172 4.19650 -3.93583 0.00 0.00 0.00 0.034
H 5.72773 2.54998 -1.17525 0.00 0.00 0.00 0.088
H 5.67333 0.17675 -0.41761 0.00 0.00 0.00 0.094
H 3.46281 -0.81397 0.16432 0.00 0.00 0.00 0.106
C -4.14826 -2.38790 1.01276 0.00 0.00 0.00 -0.035
C -3.00216 -1.58189 1.02795 -0.01 0.00 0.00 -0.120
N -1.91958 -1.84643 0.32995 -0.05 0.01 0.00 0.073
C -1.91602 -2.93314 -0.46860 -0.01 0.01 0.00 -0.141
C -3.01977 -3.79422 -0.56612 0.00 0.01 0.00 -0.139
C -4.15047 -3.49930 0.21340 0.00 0.00 0.00 -0.006
C -2.98550 -4.91406 -1.46413 0.01 0.00 0.00 -0.022
C -1.90841 -5.14033 -2.23964 0.00 0.01 0.00 -0.019
C -0.76361 -4.27653 -2.17818 0.00 0.00 0.00 -0.140
C 0.35804 -4.46493 -3.00273 0.00 0.00 0.01 -0.002
C 1.41054 -3.59423 -2.91899 0.00 0.00 0.00 -0.028
C 1.33152 -2.53896 -2.00090 0.00 0.01 -0.01 -0.111
N 0.30109 -2.34652 -1.20587 -0.02 -0.03 0.00 0.070
C -0.74682 -3.18987 -1.29134 -0.01 0.00 0.00 -0.143
H -5.00869 -2.11730 1.60904 0.00 0.00 0.00 0.106
H -2.97730 -0.66968 1.61761 -0.01 0.00 0.00 0.094
H -5.01743 -4.14688 0.15802 0.00 0.00 0.00 0.118
H -3.85307 -5.56042 -1.51510 0.00 0.00 0.00 0.114
H -1.88792 -5.97289 -2.93216 0.00 0.00 0.00 0.115
H 0.36837 -5.28963 -3.70543 0.00 0.00 0.00 0.119
H 2.28123 -3.69412 -3.55158 0.00 0.00 0.00 0.110
H 2.13060 -1.80864 -1.93824 0.00 -0.01 0.00 0.110
O -1.45517 1.42880 1.56986 -0.01 -0.03 -0.03 -0.648
S -1.68184 2.91734 1.65425 -0.01 0.01 0.01 0.981
C -0.35572 3.60965 2.70812 0.00 -0.01 0.00 -0.306
C 0.32501 2.54393 3.56492 0.00 0.01 0.00 -0.209
C 1.53688 1.99211 2.82208 0.00 0.01 0.00 -0.244
C 2.28576 0.84839 3.47808 0.00 0.00 -0.02 -0.301
S 1.51110 -0.78698 3.28140 -0.05 0.01 0.04 1.008
O 0.75059 -0.78202 1.99660 0.09 -0.07 -0.12 -0.612
C 0.25773 -0.70548 4.56266 0.00 -0.01 0.02 -0.377
C 0.59651 -0.52673 5.89755 -0.01 0.00 -0.01 -0.084
C -0.40328 -0.53845 6.85728 0.00 0.00 0.00 -0.073
C -1.72476 -0.75354 6.48475 0.00 0.00 0.00 -0.075
C -2.04524 -0.96217 5.15165 0.01 -0.01 0.02 -0.079
C -1.05245 -0.93910 4.18139 0.00 0.00 0.00 -0.083
C -3.01005 3.08075 2.84608 0.00 0.01 0.01 -0.379
C -3.68104 4.29202 2.94029 0.00 0.00 0.00 -0.086
C -4.70240 4.43003 3.86730 -0.01 0.00 0.00 -0.076
C -5.05052 3.36007 4.68257 0.00 0.00 0.00 -0.080
C -4.38089 2.15010 4.56896 0.01 0.00 0.00 -0.068
C -3.35750 2.00394 3.64273 0.01 0.00 -0.01 -0.068
H -0.83228 4.39390 3.29565 0.00 0.00 0.00 0.092
H 0.34685 4.05597 2.00283 0.00 0.00 0.00 0.049
H -0.38295 1.74810 3.80418 0.00 0.01 0.00 0.090
H 0.63106 2.99196 4.51427 0.00 0.00 0.00 0.124
H 2.25466 2.80306 2.66376 0.00 0.00 0.00 0.131
H 1.24367 1.68765 1.81910 0.00 0.00 0.01 0.037
H 2.45451 0.98430 4.54862 0.00 0.00 0.01 0.086
H 3.25818 0.72261 2.99789 0.00 0.00 0.00 0.085
H 1.62827 -0.38159 6.19412 0.01 0.00 0.00 0.109
H -0.15034 -0.38690 7.89834 0.00 0.00 0.00 0.107
H -2.50117 -0.76903 7.23842 0.00 0.00 0.00 0.105
H -3.07313 -1.14590 4.86280 0.00 0.00 0.00 0.108
H -1.27135 -1.08707 3.13181 0.00 0.00 0.01 0.084
H -3.41307 5.11656 2.28942 0.00 0.00 0.00 0.115
H -5.23408 5.36901 3.94687 0.00 0.00 0.00 0.106
H -5.85143 3.46969 5.40195 0.00 0.00 0.00 0.104
H -4.65530 1.31672 5.20345 0.00 0.00 0.00 0.102
H -2.82204 1.07065 3.52885 -0.02 0.02 0.00 0.075
O -1.85344 -0.13248 -2.15420 -0.01 0.00 -0.03 -0.136
C -0.93626 -0.19319 -3.02083 0.02 -0.05 0.07 -0.672
O 0.25042 0.16044 -2.80931 0.00 0.00 -0.07 -0.135
C -1.26203 -0.80937 -4.35897 0.01 -0.03 0.02 -0.128
C -2.52626 -1.33098 -4.59365 0.00 -0.01 0.00 -0.019
C -2.84551 -1.96150 -5.79972 0.00 0.01 0.00 0.014
C -1.84305 -2.04092 -6.73390 0.00 -0.01 0.01 -0.220
O -1.89705 -2.56480 -8.00311 0.00 0.00 0.00 0.023
C -0.53663 -2.61997 -8.42187 0.00 0.00 0.00 -0.152
O 0.19565 -1.69811 -7.62839 0.00 0.00 0.00 0.024
C -0.58084 -1.51919 -6.50301 -0.01 0.00 0.00 -0.202
C -0.25410 -0.89560 -5.32920 0.00 0.00 0.00 0.075
H -3.26355 -1.23888 -3.80776 0.00 0.00 0.00 0.113
H -3.82993 -2.36398 -5.99482 0.00 0.00 0.00 0.115
H -0.46769 -2.33625 -9.46932 0.00 0.00 0.00 0.136
H -0.15043 -3.63363 -8.25371 0.00 0.00 0.00 0.135
H 0.72288 -0.47725 -5.13262 0.00 0.00 0.00 0.131
```
Forces are in eV/Å.

Calculated values
Energy relative to the best compared isomer or geometry (same formula, charge and spin) ... 0.00 kcal per mole
DFT total energy ... -104306.277 eV
LUMO energy ... 0.0 eV
HOMO ... -6.8 eV


Here is 12 unconnected molecules or ions with the total composition C5H37N2O11 from the OMol25 dataset. Energies are from wB97M-V/def2-TZVPD.

XYZ file:
```
55
Properties=species:S:1:pos:R:3:forces:R:3:lowdin_charge:R:1
N -0.11106 1.58891 2.63318 -0.43 1.01 0.23 0.162
C -0.21834 0.43630 1.63191 -0.36 0.95 0.35 -0.261
C 0.95917 -0.53088 1.80008 1.08 0.35 0.73 -0.383
C 0.66217 -1.64043 2.81165 1.02 -1.53 -0.47 -0.066
C 1.32226 -1.10536 0.45082 1.14 0.65 -0.74 -0.059
C -1.62856 -0.16362 1.77232 0.00 0.22 -0.21 -0.217
N -2.58710 0.93009 1.53099 -0.58 -0.78 1.85 0.015
H -0.86952 2.32324 2.48433 0.72 -1.52 0.08 0.150
H 0.78856 2.16120 2.47317 -0.43 -1.04 0.11 0.093
H -0.16437 1.23221 3.60590 0.06 0.32 -0.75 0.168
H -0.16816 0.93926 0.64042 0.09 -0.30 0.63 0.139
H 1.87723 0.01722 2.17264 -1.12 -0.23 -0.42 0.145
H 1.56197 -2.32507 2.99794 -0.93 1.25 -0.24 0.111
H -0.07631 -2.33531 2.37547 -0.12 0.41 0.46 0.070
H 0.34702 -1.25741 3.77617 -0.20 -0.07 0.16 0.074
H 2.17088 -1.78475 0.53917 0.10 -0.06 0.15 0.088
H 1.66986 -0.30848 -0.26885 -0.57 -0.70 0.64 0.096
H 0.52290 -1.67494 0.01777 -0.59 -0.05 -0.32 0.044
H -1.80997 -0.58624 2.77166 0.25 0.14 -0.23 0.124
H -1.69939 -0.99643 1.05062 -0.07 0.32 0.35 0.092
H -2.62351 1.06306 0.54612 -0.75 0.25 -0.79 0.011
H -3.52945 0.71423 1.94855 1.43 0.31 -1.01 0.109
H 0.50832 2.24842 -1.27101 0.80 0.74 0.99 0.048
H 2.01143 2.37211 -1.23496 0.61 0.05 -0.24 0.018
O 1.25276 2.58812 -0.66810 -1.22 -0.60 -0.93 -0.116
H 0.53825 3.69277 0.54505 0.78 -0.62 -1.76 -0.027
H -0.24926 4.80667 1.17977 -0.07 0.06 0.12 0.071
O 0.19406 3.97451 1.36794 -1.15 1.19 1.63 -0.039
H -0.62432 2.50418 -3.21480 0.06 0.00 0.04 0.098
H 0.06744 1.08747 -2.93445 -0.78 1.01 0.21 0.069
O -0.52667 1.83102 -2.53063 0.76 -1.05 -0.60 -0.075
H 1.19114 -0.12997 -4.39860 0.06 -0.67 -3.06 0.049
H 0.77798 -0.86080 -3.04787 0.22 -0.22 -0.58 0.048
O 1.13736 -0.02749 -3.49455 -0.49 0.48 3.58 -0.035
H 3.81474 1.17450 -2.20287 1.70 -0.85 0.36 0.042
H 2.43690 0.90984 -2.82274 -0.33 -0.75 -0.40 -0.007
O 3.00134 1.56627 -2.41629 -1.01 1.64 0.05 -0.014
H -0.87262 -2.05446 -2.40790 0.07 0.07 -0.17 0.024
H 0.30995 -2.91317 -1.95738 0.26 0.47 -0.41 0.005
O 0.07506 -2.24941 -2.63634 -0.23 -0.01 0.21 -0.078
H -2.57720 -0.85056 -1.60781 -0.30 0.90 0.51 -0.007
H -2.31194 -2.23572 -0.92625 0.00 -1.09 2.71 -0.040
O -2.37331 -1.77398 -1.71786 0.11 0.15 -3.41 -0.019
H -2.35962 -3.87383 0.67319 0.25 0.39 0.00 0.097
H -0.97745 -3.54702 0.14418 1.88 -1.05 -0.78 -0.033
O -1.74199 -3.14559 0.48873 -2.40 0.30 1.18 -0.037
H 2.55389 3.33549 1.96976 -0.26 -0.85 -0.29 0.091
H 2.07492 2.34463 0.82496 0.12 0.23 1.13 0.035
O 2.28510 2.40556 1.80380 0.66 0.53 -0.54 -0.086
H -3.49302 1.15992 -2.00254 0.30 -0.25 0.54 0.092
H -1.95850 1.26107 -1.82708 -0.68 -0.39 0.35 0.031
O -2.77609 0.85650 -1.41181 0.17 0.87 -1.05 -0.081
H 1.32553 -4.13810 -0.14844 -1.50 0.02 -1.03 0.124
H 0.41058 -4.93483 -1.19100 0.20 1.00 0.73 0.123
O 0.47896 -4.08092 -0.68812 1.66 -1.60 0.37 -0.074
```
Forces are in eV/Å.

Calculated values
Energy relative to the best compared isomer or geometry (same formula, charge and spin) ... 19.77 kcal per mole
Net charge ... +1
DFT total energy ... -31285.036 eV
LUMO energy ... -2.3 eV
HOMO ... -12.1 eV


Question: Which of these has the lowest energy relative to the best compared isomer or geometry (same formula, charge and spin)?
Answer: C44H43N3O6S3SiSr